1.
Computed, not measured: a 2-piece molecular cluster, C2H9N2 overall in a non-equilibrium geometry, with ωB97M-V with the def2-TZVPD basis set.

Results
HOMO energy ... -15.15 eV
Kohn-Sham gap ... 11.74 eV
Charge ... +1
Relative energy (zero: lowest compared OMol25 entry of this formula, charge and spin) ... 1.030 eV

CARTESIAN COORDINATES (ANGSTROEM)
N -1.1785 -1.4138 1.3633
H -1.6562 -0.6640 1.8488
H -0.2137 -0.6727 0.0033
H -0.6783 -1.9682 2.0533
H -1.9125 -2.0392 1.0418
C 0.4718 2.0433 -0.7465
C 0.6415 0.8443 -1.2617
N 0.7215 -0.3886 -0.4280
H 0.2085 2.1778 0.3005
H 0.1038 2.8434 -1.3737
H 1.0770 0.6307 -2.2308
H 1.3011 -0.2389 0.3996
H 1.1140 -1.1542 -0.9698

Atomic partial charges in e from the Mulliken method, atoms 1 to 2: -0.92 0.27



2.
Computed, not measured: a 2-piece molecular cluster, C2H9N2 overall in a non-equilibrium geometry, with ωB97M-V with the def2-TZVPD basis set.

Results
HOMO energy ... -15.45 eV
Kohn-Sham gap ... 12.08 eV
Charge ... +1
Relative energy (zero: lowest compared OMol25 entry of this formula, charge and spin) ... 1.073 eV

CARTESIAN COORDINATES (ANGSTROEM)
N -1.4177 -0.5218 1.9046
H 0.0008 0.8705 0.6229
H -1.9812 0.2243 2.3091
H -2.0211 -1.3395 1.9032
H -0.7593 -0.7161 2.6608
C 0.9804 0.4599 -2.2719
C 0.2698 0.0705 -1.2424
N 0.7142 0.2991 0.1466
H 1.9423 0.9503 -2.2984
H 0.6178 0.2514 -3.2458
H -0.5854 -0.5803 -1.3465
H 1.6929 0.5731 0.1825
H 0.5464 -0.5415 0.6754

Atomic partial charges in e from the Mulliken method, atoms 1 to 2: -0.82 0.37



3.
Computed, not measured: a 2-piece molecular cluster, C2H9N2 overall in a non-equilibrium geometry, with ωB97M-V with the def2-TZVPD basis set.

Results
HOMO energy ... -14.76 eV
Kohn-Sham gap ... 5.43 eV
Charge ... +1
Relative energy (zero: lowest compared OMol25 entry of this formula, charge and spin) ... 6.207 eV

CARTESIAN COORDINATES (ANGSTROEM)
C 0.3620 -0.9551 0.5337
N -0.0087 0.0382 -0.3888
C -0.8259 -1.6061 1.2232
N 0.3391 2.3310 -1.6406
H 1.0599 -0.5929 1.2658
H 0.9263 -1.7770 0.1377
H 0.0132 1.4227 -1.9749
H 0.6127 0.7661 -0.4743
H -0.3798 -2.1262 2.0494
H -1.3921 -2.2654 0.5461
H 0.6873 2.5441 -0.7241
H 0.0919 3.1253 -2.2255
H -1.4859 -0.9048 1.6721

Atomic partial charges in e from the Mulliken method, atoms 1 to 2: -0.22 -0.16



4.
Computed, not measured: an isolated ion of composition C2H9N2 and charge +1 in a non-equilibrium geometry, with ωB97M-V with the def2-TZVPD basis set.

Results
HOMO energy ... -13.10 eV
Kohn-Sham gap ... 9.17 eV
Charge ... +1
Relative energy (zero: lowest compared OMol25 entry of this formula, charge and spin) ... 1.188 eV
Structure (SMILES) ... NCC[NH3+]

CARTESIAN COORDINATES (ANGSTROEM)
N 1.1285 0.6792 1.4924
C 0.5013 -0.2826 0.7080
C -0.3019 0.4363 -0.3801
N -1.0062 -0.6635 -1.3262
H 0.7336 1.6179 1.6435
H 2.0782 0.5976 1.7704
H -0.1547 -0.8952 1.3371
H 1.2458 -0.8932 0.1907
H 0.3207 1.1364 -0.9322
H -1.2094 0.9993 0.0595
H -2.0369 -0.6607 -1.2704
H -0.7121 -0.5112 -2.3305
H -0.5869 -1.5605 -0.9622

Atomic partial charges in e from the Mulliken method, atoms 1 to 2: -0.44 -0.50



5.
Computed, not measured: a 2-piece molecular cluster, C2H9N2O overall, with ωB97M-V with the def2-TZVPD basis set.

Results
HOMO energy ... -2.78 eV
Kohn-Sham gap ... 7.44 eV
Charge ... -1
Relative energy (zero: lowest compared OMol25 entry of this formula, charge and spin) ... 0.259 eV

CARTESIAN COORDINATES (ANGSTROEM)
C 0.1225 -1.7168 -1.4262
O 1.0283 -0.9026 -0.8300
H 0.3399 -1.9703 -2.4971
H -0.9148 -1.2830 -1.4727
H 0.0179 -2.7054 -0.9107
N 0.2753 0.1388 1.6893
C 0.0779 1.4975 1.1478
N -0.4651 1.5513 -0.2147
H 0.8722 -0.3089 0.9610
H -0.6180 -0.3310 1.5591
H 1.0446 1.9894 1.1432
H -0.5842 2.0471 1.8313
H -1.3434 1.0442 -0.2100
H 0.1469 0.9499 -0.7703

Atomic partial charges in e from the Mulliken method, atoms 1 to 2: -0.60 -0.89



6.
Computed, not measured: a 2-piece molecular cluster, C2H9N2O overall in a non-equilibrium geometry, with ωB97M-V with the def2-TZVPD basis set.

Results
HOMO energy (alpha / beta) ... -8.23 / -9.35 eV
2S+1 ... 2
Kohn-Sham gap (alpha / beta) ... 9.28 / 9.28 eV
Charge ... 0
Relative energy (zero: lowest compared OMol25 entry of this formula, charge and spin) ... 1.181 eV

CARTESIAN COORDINATES (ANGSTROEM)
C -1.9899 -0.4123 0.5583
C -0.6421 0.0903 0.7379
N -0.0407 1.4703 -0.0048
N -2.2881 -1.0304 -0.7493
H -2.8521 0.1681 0.8856
H 0.1020 -0.5275 0.2392
H -0.1247 1.3512 -1.0253
H -0.6120 2.2554 0.3578
H -0.2016 0.3124 1.7064
H -3.1129 -1.6711 -0.6379
H -2.4419 -0.2184 -1.3891
H 4.8438 0.3189 -0.3157
H 4.1046 -0.7978 0.4512
O 4.0486 -0.2924 -0.3463

Atomic partial charges in e from the Mulliken method, atoms 1 to 2: -0.21 -0.64



7.
Computed, not measured: a 2-piece molecular cluster, C2H9N2O overall in a non-equilibrium geometry, with ωB97M-V with the def2-TZVPD basis set.

Results
HOMO energy (alpha / beta) ... -8.10 / -9.32 eV
2S+1 ... 2
Kohn-Sham gap (alpha / beta) ... 9.19 / 9.49 eV
Charge ... 0
Relative energy (zero: lowest compared OMol25 entry of this formula, charge and spin) ... 0.654 eV

CARTESIAN COORDINATES (ANGSTROEM)
C 0.0368 -1.9238 0.5437
C -0.5470 -0.6243 0.2797
N -0.5998 -0.0433 -1.1871
N 1.4845 -1.9876 0.4849
H -0.4146 -2.8276 0.1323
H 0.0689 0.1883 0.6668
H 0.3476 0.0071 -1.5402
H -1.1695 -0.6849 -1.7262
H -1.5621 -0.3692 0.5708
H 1.7994 -2.7873 1.0094
H 1.7249 -2.0381 -0.4979
H -0.4856 4.8491 -0.1822
H -0.5908 4.1061 1.1367
O -0.0927 4.1356 0.3093

Atomic partial charges in e from the Mulliken method, atoms 1 to 2: -0.22 -0.62



8.
Computed, not measured: a 2-piece molecular cluster, C2H9N2O overall, with ωB97M-V with the def2-TZVPD basis set.

Results
HOMO energy ... -14.42 eV
Kohn-Sham gap ... 11.06 eV
Charge ... +1
Relative energy (zero: lowest compared OMol25 entry of this formula, charge and spin) ... 0.356 eV

CARTESIAN COORDINATES (ANGSTROEM)
C 0.5726 -0.5818 0.0689
N 0.1112 -1.7294 -0.3756
C -1.2963 -2.1340 -0.3507
O -0.1520 0.3314 0.4855
H 1.6679 -0.5040 0.0712
H 0.8054 -2.4029 -0.6600
H -1.6910 -2.0250 0.6520
H -1.3405 -3.1712 -0.6516
H -1.8626 -1.5385 -1.0510
N 0.6487 2.7651 0.3670
H 0.5309 3.2364 1.2621
H 1.6270 2.7942 0.0967
H 0.2800 1.7035 0.4232
H 0.0989 3.2562 -0.3376

Atomic partial charges in e from the Mulliken method, atoms 1 to 2: 0.19 -0.11



9.
Computed, not measured: a 2-piece molecular cluster, C2H9N2O overall in a non-equilibrium geometry, with ωB97M-V with the def2-TZVPD basis set.

Results
HOMO energy ... -13.44 eV
Kohn-Sham gap ... 10.06 eV
Charge ... +1
Relative energy (zero: lowest compared OMol25 entry of this formula, charge and spin) ... 1.884 eV

CARTESIAN COORDINATES (ANGSTROEM)
C -0.0999 0.6168 0.6123
C -1.2862 0.6129 1.2124
N -1.6251 1.5987 2.1360
N 0.3218 -0.5462 -0.2081
H 0.6431 1.3958 0.5766
H -2.1316 -0.0305 0.9840
H -2.3736 2.2137 1.8533
H -0.8358 2.0856 2.5326
H 1.2897 -0.7901 -0.0094
H 0.2717 -0.3869 -1.2226
H -0.3339 -1.2836 -0.0601
H 2.1105 -2.4217 -2.2889
H 2.2760 -1.4741 -3.4643
O 1.7731 -1.5905 -2.6539

Atomic partial charges in e from the Mulliken method, atoms 1 to 2: -0.30 -0.22



10.
Computed, not measured: a 2-piece molecular cluster, C2H9N2O overall in a non-equilibrium geometry, with ωB97M-V with the def2-TZVPD basis set.

Results
HOMO energy ... -12.86 eV
Kohn-Sham gap ... 9.64 eV
Charge ... +1
Relative energy (zero: lowest compared OMol25 entry of this formula, charge and spin) ... 1.938 eV

CARTESIAN COORDINATES (ANGSTROEM)
C 0.3955 0.1854 0.7603
C 0.5040 1.4524 0.3092
N 0.7609 2.5274 1.0926
N 0.5211 -0.8869 -0.2760
H 0.3652 -0.1593 1.7801
H 0.0650 1.5907 -0.6788
H 0.5713 2.5204 2.0799
H 1.2797 3.3142 0.7442
H 1.1060 -1.6123 0.1472
H 0.9970 -0.4928 -1.0841
H -0.3623 -1.3591 -0.5256
H -1.9243 -3.0839 -1.7079
H -2.5430 -1.7420 -1.3888
O -1.7361 -2.2542 -1.2522

Atomic partial charges in e from the Mulliken method, atoms 1 to 2: -0.30 -0.13



11.
Computed, not measured: a 2-piece molecular cluster, C2H9N2O overall in a non-equilibrium geometry, with ωB97M-V with the def2-TZVPD basis set.

Results
HOMO energy (alpha / beta) ... -20.01 / -19.98 eV
2S+1 ... 2
Kohn-Sham gap (alpha / beta) ... 11.27 / 5.91 eV
Charge ... +2
Relative energy (zero: lowest compared OMol25 entry of this formula, charge and spin) ... 1.895 eV

CARTESIAN COORDINATES (ANGSTROEM)
O 0.2202 1.0557 -1.3078
C -0.7787 0.7553 -0.6859
C -0.8402 0.1938 0.7284
N -2.0889 0.5732 1.3933
H -1.7384 0.8574 -1.2182
H -0.8317 -0.8973 0.5705
H 0.0818 0.4305 1.2866
H -2.1374 0.1742 2.3446
H -2.0457 1.5883 1.6308
N 2.0517 -0.9473 -0.9698
H 2.5229 -0.7446 -0.0816
H 1.3847 -0.1207 -1.1717
H 2.7368 -1.1484 -1.6988
H 1.4630 -1.7701 -0.8204

Atomic partial charges in e from the Mulliken method, atoms 1 to 2: -0.51 0.08



12.
Computed, not measured: C2H9N2OPS in the gas phase in a non-equilibrium geometry, with ωB97M-V with the def2-TZVPD basis set.

Results
HOMO energy ... -8.72 eV
Kohn-Sham gap ... 9.36 eV
Charge ... 0
Relative energy (zero: lowest compared OMol25 entry of this formula, charge and spin) ... 0.715 eV
Structure (SMILES) ... CNP(O)(=S)NC

CARTESIAN COORDINATES (ANGSTROEM)
C -2.3814 -0.0161 -0.2103
N -0.9128 -0.3679 -0.3638
P 0.1123 0.8915 0.0028
O 0.1823 0.6545 1.5687
S -0.5383 2.6366 -0.2889
N 1.5510 0.2359 -0.5977
C 1.8957 -1.0923 -0.0667
H -2.8458 -0.0643 -1.2072
H -2.8371 -0.8185 0.5460
H -2.3135 0.8959 0.2641
H -0.5710 -0.6758 -1.3220
H 0.8655 1.0222 2.1645
H 2.2143 1.0759 -0.7116
H 0.9987 -1.5864 -0.3148
H 2.6809 -1.5901 -0.4915
H 1.8994 -1.2012 1.0284

Atomic partial charges in e from the Mulliken method, atoms 1 to 2: -0.73 -0.36



Number 1: calculated total energy -190.8365 a.u.. Number 2: calculated total energy -190.8349 a.u.. Number 3: calculated total energy -190.6462 a.u.. Number 4: calculated total energy -190.8306 a.u.. Number 5: calculated total energy -266.3350 a.u.. Number 6: calculated total energy -266.2311 a.u.. Number 7: calculated total energy -266.2505 a.u.. Number 8: calculated total energy -266.1386 a.u.. Number 9: calculated total energy -266.0824 a.u.. Number 10: calculated total energy -266.0804 a.u.. Number 11: calculated total energy -265.5710 a.u.. Number 12: calculated total energy -1005.9203 a.u..